DFT (ωB97M-V/def2-TZVPD) results for a structure of composition C25H32BrCrN6O.

```
! wB97M-V def2-TZVPD RIJCOSX def2/J DEFGRID3
* xyz 2 4
Cr -0.39615 0.40787 -0.10902
C -1.89117 1.35037 2.45611
N -0.66504 0.63429 2.02117
C 0.48861 1.24158 2.71854
C -0.80992 -0.78967 2.44783
C -1.73908 -1.48408 1.49332
C -2.57797 -2.51950 1.88599
C -3.41627 -3.11942 0.95720
C -3.42441 -2.68090 -0.36000
C -2.58560 -1.64498 -0.75446
C -1.73711 -1.04246 0.16922
H -2.00724 1.24375 3.53671
H -2.76261 0.92824 1.96140
H -1.81434 2.40955 2.22703
H 0.34282 1.20128 3.80083
H 0.58914 2.28905 2.43155
H 1.40130 0.70391 2.46986
H -1.17143 -0.82665 3.47921
H 0.18140 -1.24134 2.42393
H -2.58537 -2.85207 2.91756
H -4.07250 -3.92289 1.26322
H -4.08515 -3.14467 -1.08060
H -2.59890 -1.33094 -1.79337
C 3.07782 1.32193 -0.18376
N 3.40200 -0.05944 0.13179
C 4.72504 -0.48743 -0.33109
C 2.42998 -0.92215 0.47596
O 1.20568 -0.63861 0.26502
N 2.73550 -2.09085 1.05586
C 1.76663 -3.18357 1.09650
C 3.96170 -2.32824 1.81631
H 3.90702 1.95694 0.12524
H 2.19427 1.64579 0.36507
H 2.91368 1.46175 -1.25440
H 4.90446 -0.03929 -1.30879
H 4.76087 -1.56570 -0.44391
H 5.51306 -0.16407 0.34830
H 0.89329 -2.93884 0.50086
H 1.45598 -3.37648 2.12477
H 2.23083 -4.08884 0.70504
H 4.46175 -1.39058 2.03698
H 4.64533 -2.99369 1.28929
H 3.68519 -2.79964 2.75901
Br 0.53002 2.69714 -2.74459
C 0.33275 0.87009 -3.17259
C 0.56355 0.48852 -4.48241
C 0.51345 -0.85892 -4.79046
C 0.26359 -1.77024 -3.77416
C 0.04263 -1.29720 -2.50074
N 0.04522 0.01688 -2.18772
H 0.78800 1.23561 -5.22918
H 0.68564 -1.19113 -5.80555
H 0.23843 -2.83401 -3.96155
H -0.15550 -1.97454 -1.68359
N -1.29621 6.55415 0.35356
C -1.70221 5.53433 0.01865
C -2.20267 4.24677 -0.37016
C -3.46296 4.07572 -0.93987
C -3.86182 2.79647 -1.28229
C -3.00710 1.73426 -1.04791
N -1.79488 1.89593 -0.49980
C -1.40549 3.13318 -0.17456
H -4.10689 4.92918 -1.10526
H -4.83085 2.61483 -1.72418
H -3.29307 0.72128 -1.28866
H -0.41668 3.25236 0.25575
*
```

Results
<S²>: 3.84
HOMO-LUMO gap (alpha / beta) (eV): 8.42 / 8.57
ΔE to the lowest compared entry with this formula, charge and spin (kJ/mol): 37.6
HOMO energy (alpha / beta) (eV): -14.4 / -14.6
Molar mass (g/mol): 564.5
Maximum force (Eh/bohr): 0.003

---

DFT (ωB97M-V/def2-TZVPD) results for a cluster of 4 separate species, C25H32ClF4N3O5S in total in a non-equilibrium geometry.

```
! wB97M-V def2-TZVPD RIJCOSX def2/J DEFGRID3
* xyz 0 1
C -0.74095 3.66308 2.27310
C -0.64781 4.25468 0.74664
F 0.71112 4.75360 0.41319
C -1.17366 3.20331 -0.42164
C -0.58745 1.74613 0.04786
C -0.41412 0.64719 -1.16273
C -0.01299 -0.86408 -0.67141
C 0.58116 -0.96815 0.85284
S 2.39819 -0.44017 1.00710
O 2.59088 0.93352 1.69487
O 3.07842 -1.50025 1.95825
Cl 3.42276 -0.61536 -0.83767
O -0.83127 3.60306 -1.82719
C -2.01878 4.03409 -2.61795
O -2.19393 4.16325 -3.93542
O -3.05921 4.26118 -1.58208
C -2.82470 3.10992 -0.67304
C -3.80230 2.90125 0.62637
C -5.24120 2.22214 0.14015
C -5.71939 1.04696 1.18174
F -6.35753 1.47886 2.44933
C -5.57911 -0.41665 0.88412
F -4.69491 -0.95425 -0.21262
F -6.38054 -1.39851 1.67286
H 0.10702 2.85873 2.51194
H -0.50983 4.56777 3.01423
H -1.75919 3.14132 2.52777
H -1.40101 5.17916 0.69393
H -1.28417 1.22256 0.86386
H 0.51108 1.93641 0.47467
H -1.45907 0.58169 -1.73028
H 0.35645 1.01606 -1.99074
H -1.02336 -1.49897 -0.68649
H 0.74774 -1.39431 -1.39092
H -0.11348 -0.46506 1.68027
H 0.57882 -2.12907 1.13041
H -2.93809 2.17641 -1.37864
H -3.30030 2.12730 1.35930
H -4.03249 3.92218 1.15309
H -6.03038 3.10392 0.17921
H -5.09166 1.83261 -0.97145
N 4.80207 -3.65500 -1.93821
C 4.78530 -4.11408 -3.22953
C 5.66072 -5.17349 -3.31603
C 6.22075 -5.36378 -2.03018
C 5.67070 -4.41440 -1.19828
H 4.25795 -2.87808 -1.58612
H 4.15476 -3.64785 -3.97469
H 5.87215 -5.74803 -4.20851
H 6.94661 -6.11312 -1.74192
H 5.82364 -4.21391 -0.14624
N -7.74920 5.08943 1.34911
C -7.30652 6.33122 1.72401
C -7.93063 7.26427 0.92646
C -8.78422 6.56080 0.04342
C -8.65460 5.21993 0.32837
H -7.45464 4.21386 1.76170
H -6.58605 6.44421 2.52299
H -7.78758 8.33590 0.97616
H -9.42501 6.98654 -0.71791
H -9.12689 4.34972 -0.10757
N 8.39554 -8.63480 -0.11247
C 8.39578 -7.48688 0.63642
C 9.62802 -7.37300 1.24043
C 10.40012 -8.48847 0.83689
C 9.61550 -9.24949 -0.00046
H 7.61730 -8.97466 -0.66245
H 7.52093 -6.85188 0.67657
H 9.93780 -6.57235 1.89945
H 11.41902 -8.71216 1.12548
H 9.81989 -10.17403 -0.52375
*
```

Results
HOMO-LUMO gap (eV): 6.27
SMILES: C[C@@H](F)[C@]1(CCCCS(=O)(=O)Cl)OC(=O)O[C@@H]1CCC(F)=C(F)F.c1cc[nH]c1.c1cc[nH]c1.c1cc[nH]c1
HOMO energy (eV): -8.2
Molar mass (g/mol): 598.1
Maximum force (Eh/bohr): 0.191

---

DFT (ωB97M-V/def2-TZVPD) results for a cluster of 6 separate species, C25H32F9O23PS in total in a non-equilibrium geometry.

```
! wB97M-V def2-TZVPD RIJCOSX def2/J DEFGRID3
* xyz 0 1
C 3.63717 -3.98473 4.46023
C 3.16714 -2.63000 3.70635
O 1.78746 -2.41709 4.10098
P 0.96604 -1.36765 3.05781
O 1.51660 -1.31619 1.63116
C -0.80762 -2.06419 2.91916
C -1.79723 -0.97555 3.54906
C -3.34212 -1.38181 3.55267
C -3.91349 -1.11154 5.04443
O -3.18764 -1.87070 6.04518
C -3.68572 -1.66672 7.33458
F -4.42088 -2.81840 7.69265
F -2.67724 -1.51561 8.29823
F -4.55554 -0.58392 7.46156
O -3.94280 -0.26448 2.80596
S -5.46188 -0.75488 2.31252
O -6.53575 -0.41840 3.29418
O -5.56749 -0.26915 0.91402
O -5.23926 -2.42051 2.55873
C -3.82749 -2.71607 2.83490
F -3.34930 -3.03337 1.53873
O 0.80586 0.18493 3.70308
C 1.91009 1.06670 3.33050
C 1.72749 2.39903 4.23354
H 4.56655 -4.39414 3.95520
H 2.77663 -4.73315 4.32521
H 3.75189 -3.80516 5.57554
H 3.85979 -1.79374 4.05098
H 3.32124 -2.82360 2.60028
H -0.84148 -3.06260 3.46400
H -1.03106 -2.22069 1.80646
H -1.68292 -0.00504 2.94911
H -1.42037 -0.75707 4.60450
H -5.00878 -1.41021 5.09860
H -3.84985 0.02145 5.17790
H -3.94639 -3.66669 3.46083
H 2.88101 0.52711 3.55640
H 1.79024 1.35944 2.23761
H 1.50950 3.30238 3.57008
H 0.80804 2.24924 4.90552
H 2.65318 2.56685 4.86915
C -1.30591 5.00050 0.35134
C -1.59738 4.17692 1.56512
O -0.46313 3.33553 1.66107
C 0.56343 4.04307 1.11270
O 1.71790 3.76989 1.25703
O 0.11329 5.10286 0.38725
F -2.69465 3.40379 1.37876
H -1.61056 4.50833 -0.57641
H -1.77192 5.98505 0.39539
H -1.70520 4.75594 2.48643
C 0.53468 9.85817 1.62884
C -0.46243 9.83970 0.51326
O -1.13257 8.60870 0.70330
C -1.07226 8.36288 2.04148
O -1.75328 7.56047 2.60702
O -0.14686 9.14784 2.65606
F 0.15392 9.81498 -0.69179
H 1.45935 9.33258 1.37574
H 0.78300 10.87038 1.94941
H -1.18545 10.65968 0.54166
C 2.06876 -1.35319 -1.75479
C 1.44669 -0.78722 -2.99109
O 1.75276 -1.75438 -3.97756
C 1.83702 -2.93930 -3.30926
O 1.81435 -4.01197 -3.83780
O 1.94233 -2.75418 -1.96590
F 2.03129 0.38429 -3.33892
H 3.12655 -1.09432 -1.65906
H 1.54902 -1.04415 -0.84669
H 0.36252 -0.65530 -2.92964
C 0.00874 -3.98341 -6.48504
C -1.03511 -2.95277 -6.77564
O -1.91472 -3.62509 -7.65557
C -1.82666 -4.94472 -7.32225
O -2.61359 -5.77579 -7.66185
O -0.73515 -5.19575 -6.54894
F -0.50338 -1.88792 -7.42620
H 0.80167 -4.00470 -7.23718
H 0.46283 -3.85214 -5.50256
H -1.58696 -2.60988 -5.89562
C 4.59953 -3.11446 -9.78054
C 3.41276 -3.96878 -9.46280
O 3.25348 -3.79387 -8.06831
C 3.73186 -2.54469 -7.80211
O 3.52029 -1.94708 -6.79220
O 4.47565 -2.06012 -8.83565
F 3.67370 -5.27554 -9.70695
H 5.54761 -3.63550 -9.62198
H 4.57622 -2.73130 -10.80130
H 2.49417 -3.67260 -9.97753
*
```

Results
HOMO-LUMO gap (eV): 10.94
SMILES: CCOP(=O)(CC[C@@]1(COC(F)(F)F)OS(=O)(=O)O[C@H]1F)OCC.O=C1OC[C@@H](F)O1.O=C1OC[C@@H](F)O1.O=C1OC[C@@H](F)O1.O=C1OC[C@@H](F)O1.O=C1OC[C@@H](F)O1
HOMO energy (eV): -10.7
Molar mass (g/mol): 934.5
Maximum force (Eh/bohr): 0.082